Entry w
HN3P2 | ωB97M-V/def2-TZVPD

The HOMO energy comes out at -9.7 eV. The calculation puts the HOMO-LUMO gap at 8.506 eV. The LUMO energy comes out at -1.1586 eV. The structure (SMILES) is N1=N[PH]#P=N1.

Last column: natural (NBO) charge in e.
Geometry (Å):
N: -0.2872 0.6456 2.5288  -0.02
N: 0.5401 0.2567 1.6499  -0.55
N: -1.5295 0.1135 2.3919  -0.65
P: -1.9554 -0.8497 1.2151  0.70
P: 0.1617 -0.7968 0.5267  0.44
H: 1.4637 -0.8800 0.2561  0.08

=====

Entry x
HN3P2 | ωB97M-V/def2-TZVPD

The HOMO energy comes out at -9.1 eV. The calculation puts the HOMO-LUMO gap at 7.880 eV. The LUMO energy comes out at -1.2252 eV. The structure (SMILES) is [H]/P=N/N=P#N.

Last column: natural (NBO) charge in e.
Geometry (Å):
N: 0.8301 -0.6848 0.0281  -0.21
N: -0.3566 -0.6074 -0.0780  -0.36
N: 1.8124 1.3088 0.3645  -0.87
P: 1.8732 0.5561 -0.9019  0.98
P: -1.6403 0.2890 0.1338  0.50
H: -2.5188 -0.8617 0.4535  -0.03

=====

Stability, lowest: entry x

=====

Entry w
C20H23N3O3 | ωB97M-V/def2-TZVPD

The HOMO energy comes out at -8.6 eV. The calculation puts the HOMO-LUMO gap at 9.071 eV. The LUMO energy comes out at 0.4611 eV. The structure (SMILES) is Cc1ccc(NC(=O)CCC(=O)NNC(=O)Cc2ccccc2)cc1C.

Last column: natural (NBO) charge in e.
Geometry (Å):
C: 1.6769 -4.3254 3.4900  -0.63
C: 0.8149 -3.4255 2.6600  -0.03
C: -0.0605 -3.9589 1.7241  -0.20
C: -0.8609 -3.1471 0.9451  -0.27
C: -0.7985 -1.7657 1.0928  0.23
C: 0.0680 -1.2221 2.0316  -0.27
C: 0.8748 -2.0369 2.8112  0.01
C: 1.8063 -1.4196 3.8077  -0.63
H: 1.5792 -1.7711 4.8135  0.22
H: 1.7228 -0.3366 3.7914  0.22
H: 2.8379 -1.6932 3.5886  0.22
H: 0.1168 -0.1529 2.1480  0.25
N: -1.6200 -0.9848 0.2635  -0.61
C: -1.7100 0.3592 0.1661  0.71
O: -1.1075 1.1440 0.8778  -0.65
C: -2.6684 0.8003 -0.9331  -0.50
H: -2.2006 0.5769 -1.8957  0.25
H: -3.5796 0.2021 -0.8556  0.23
C: -3.0388 2.2855 -0.8633  -0.49
C: -2.0098 3.1982 -1.5208  0.67
O: -2.2047 3.7719 -2.5696  -0.62
N: -0.8692 3.3008 -0.7997  -0.48
N: 0.1890 4.1206 -1.1512  -0.46
C: 0.9960 4.0050 -2.2420  0.69
O: 1.8428 4.8438 -2.4526  -0.60
C: 0.7612 2.7971 -3.1226  -0.57
C: 0.8886 1.4742 -2.4189  0.09
C: 0.2306 0.3579 -2.9228  -0.26
C: 0.3990 -0.8850 -2.3380  -0.22
C: 1.2222 -1.0291 -1.2342  -0.23
C: 1.8653 0.0801 -0.7138  -0.19
C: 1.7052 1.3208 -1.3050  -0.25
H: 2.2296 2.1774 -0.9076  0.22
H: 2.5020 -0.0251 0.1516  0.22
H: 1.3626 -1.9996 -0.7823  0.22
H: -0.1066 -1.7466 -2.7517  0.21
H: -0.4024 0.4640 -3.7935  0.21
H: 1.4980 2.8449 -3.9297  0.25
H: -0.2312 2.8980 -3.5701  0.26
H: 0.2775 4.9879 -0.6308  0.40
H: -0.7468 2.6861 0.0103  0.44
H: -3.9805 2.4459 -1.3890  0.24
H: -3.1608 2.5799 0.1805  0.23
H: -2.1648 -1.5262 -0.3944  0.40
H: -1.5310 -3.5841 0.2177  0.20
H: -0.1156 -5.0308 1.5991  0.21
H: 1.4692 -4.1844 4.5502  0.22
H: 1.5004 -5.3680 3.2388  0.22
H: 2.7313 -4.1037 3.3286  0.22

=====

Entry x
C20H23N3O3 | ωB97M-V/def2-TZVPD

The HOMO energy comes out at -9.3 eV. The calculation puts the HOMO-LUMO gap at 8.446 eV. The LUMO energy comes out at -0.8419 eV. The structure (SMILES) is CC(C)C(=O)N[C@H](Cc1ccccc1)C(=O)N(Cc1ccccc1)N=O.

Last column: natural (NBO) charge in e.
Geometry (Å):
O: -2.3697 -1.7874 -2.6546  -0.28
O: -1.4290 0.5078 2.9505  -0.63
O: 1.0231 0.6089 -1.1001  -0.59
N: -2.0013 -0.8843 -1.9015  0.27
C: -0.2282 0.6175 2.7664  0.69
C: -0.0068 -0.0569 -0.9632  0.69
C: -2.9564 3.3055 -4.7117  -0.22
C: 3.1585 -3.7620 1.3558  -0.21
C: -2.0353 3.5442 -3.7182  -0.19
C: -3.0314 2.0008 -5.2596  -0.19
C: 2.6529 -3.6568 0.0458  -0.22
C: 2.5122 -3.1600 2.4263  -0.21
C: -1.2235 2.5231 -3.1776  -0.24
C: -2.2112 0.9963 -4.7620  -0.25
C: 1.4277 -3.0475 -0.1232  -0.15
C: 1.2867 -2.4964 2.2295  -0.20
C: -1.2853 1.2670 -3.7902  0.03
C: 0.7380 -2.4569 0.9474  -0.06
N: -0.7176 -0.3902 -2.0971  -0.34
N: 0.2143 0.2946 1.5091  -0.62
C: -0.3466 0.1540 -3.3896  -0.29
C: 1.8077 2.0285 3.3397  -0.60
C: 0.2141 1.3298 5.1532  -0.60
C: 0.8372 0.9356 3.8262  -0.32
C: -0.6264 -1.8811 0.7212  -0.43
C: -0.5589 -0.3484 0.4420  -0.13
H: -3.5995 4.1195 -5.0601  0.22
H: 4.0886 -4.2834 1.5331  0.21
H: -1.9362 4.5751 -3.3753  0.21
H: -3.6991 1.7779 -6.0820  0.21
H: 3.2046 -4.0457 -0.7926  0.22
H: 2.9108 -3.2851 3.4024  0.21
H: -0.5111 2.8041 -2.3569  0.24
H: -2.3092 0.0098 -5.2473  0.22
H: 0.9892 -2.9765 -1.1293  0.20
H: 0.7248 -2.1530 3.1103  0.22
H: 1.2395 0.3291 1.3755  0.41
H: -0.3662 -0.6588 -4.1150  0.22
H: 0.6678 0.5802 -3.4536  0.27
H: 2.1553 1.8035 2.3095  0.21
H: 1.2896 2.9971 3.2825  0.21
H: 2.6741 2.1856 4.0271  0.22
H: -0.3067 0.4807 5.6095  0.22
H: -0.5415 2.1135 4.9863  0.22
H: 0.9590 1.7315 5.8717  0.21
H: 1.4123 0.0570 4.0399  0.22
H: -1.2005 -2.0231 1.6503  0.24
H: -1.1439 -2.4280 -0.0755  0.22
H: -1.5465 0.1034 0.4250  0.26

=====

Stability, lowest: entry x

=====

Entry w
C3H3IN2O | ωB97M-V/def2-TZVPD

The HOMO energy comes out at -9.8 eV. The calculation puts the HOMO-LUMO gap at 9.278 eV. The LUMO energy comes out at -0.4733 eV. The structure (SMILES) is O[C@H]1C=NN=C1I.

Last column: natural (NBO) charge in e.
Geometry (Å):
C: 0.2172 0.5101 -0.2279  -0.06
C: 1.0969 -0.7094 0.0006  0.03
C: -1.1215 -0.2618 -0.0859  0.09
N: 0.3986 -1.7985 0.0874  -0.21
N: -0.9005 -1.4923 0.0342  -0.31
O: 0.4414 1.6291 0.6013  -0.68
I: -2.8348 0.9194 -0.3165  0.20
H: 0.2482 0.7570 -1.3617  0.25
H: 2.0791 -0.9419 -0.2167  0.21
H: 0.3755 1.3882 1.4850  0.48

=====

Entry x
C3H3IN2O | ωB97M-V/def2-TZVPD

The HOMO energy comes out at -8.4 eV. The calculation puts the HOMO-LUMO gap at 8.241 eV. The LUMO energy comes out at -0.1256 eV.

Last column: natural (NBO) charge in e.
Geometry (Å):
C: 0.7530 0.2353 0.3174  0.36
C: -2.2996 -0.5239 -0.6782  0.04
C: 2.1398 -0.2309 0.1937  -0.69
N: -0.2139 0.9142 0.0500  -0.08
N: -1.3174 1.5403 -0.0483  -0.09
O: -2.3867 0.6804 -0.2623  -0.38
I: -4.0575 -1.5160 -0.0586  0.07
H: 2.2072 -1.1875 0.5645  0.25
H: 2.2451 -0.3051 -0.8344  0.24
H: 2.9300 0.3933 0.7563  0.28

=====

Stability, lowest: entry x

=====

Entry w
C3H6ClNS2 | ωB97M-V/def2-TZVPD

The HOMO energy comes out at -9.0 eV. The calculation puts the HOMO-LUMO gap at 8.263 eV. The LUMO energy comes out at -0.7201 eV. The structure (SMILES) is NC[C@H](Cl)C(=S)S.

Last column: natural (NBO) charge in e.
Geometry (Å):
C: -0.2187 0.6097 0.9865  -0.22
C: -0.4374 0.7239 -0.4360  -0.41
C: 0.7770 0.1296 -0.9627  -0.25
H: 0.8792 -1.1059 1.2969  0.39
H: -0.9861 -1.0981 1.3687  0.37
H: 0.9435 0.8184 1.0942  0.21
H: -0.7629 1.2821 1.5220  0.20
H: -0.2568 1.7793 -0.8165  0.27
H: -0.7060 -1.9943 -1.8741  0.19
N: -0.1249 -0.6140 1.4740  -0.84
S: 0.7728 -1.6244 -1.4829  0.01
S: 2.0006 1.1368 -1.2534  0.08
Cl: -1.8802 -0.0431 -0.9167  0.00

=====

Entry x
C3H6ClNS2 | ωB97M-V/def2-TZVPD

The HOMO energy comes out at -9.2 eV. The calculation puts the HOMO-LUMO gap at 9.682 eV. The LUMO energy comes out at 0.4696 eV. The structure (SMILES) is CS/C(CCl)=N\S.

Last column: natural (NBO) charge in e.
Geometry (Å):
C: 1.2644 1.7352 0.0648  -0.77
C: -0.5471 -0.5434 -0.0586  0.08
C: -1.9146 -0.6980 0.5551  -0.37
H: 2.2268 1.3370 -0.3498  0.24
H: 1.1952 2.7681 -0.4275  0.24
H: 1.1627 1.9352 1.1267  0.23
H: -2.1958 -0.0487 1.3307  0.23
H: -2.0292 -1.7099 0.8125  0.23
H: 2.1137 -2.5888 -0.8575  0.12
N: 0.2182 -1.5532 -0.0411  -0.52
S: -0.1921 1.0900 -0.7406  0.21
S: 1.8480 -1.3215 -0.6541  0.16
Cl: -3.1501 -0.4019 -0.7604  -0.08

=====

Stability, lowest: entry w

=====

Entry w
H4N2 | ωB97M-V/def2-TZVPD

The HOMO energy comes out at -8.6 eV. The calculation puts the HOMO-LUMO gap at 9.886 eV. The LUMO energy comes out at 1.2936 eV. The structure (SMILES) is NN.

Last column: natural (NBO) charge in e.
Geometry (Å):
H: 0.7395 -1.1514 0.0197  0.33
H: -0.2062 -0.5920 -1.1768  0.33
H: -0.3106 1.3847 0.0722  0.33
H: 0.0165 0.2978 1.2177  0.33
N: 0.3417 -0.3117 -0.4749  -0.68
N: -0.5808 0.3727 0.3422  -0.64

=====

Entry x
H4N2 | ωB97M-V/def2-TZVPD

The HOMO energy comes out at -9.6 eV. The calculation puts the HOMO-LUMO gap at 10.875 eV. The LUMO energy comes out at 1.2893 eV. The structure (SMILES) is NN.

Last column: natural (NBO) charge in e.
Geometry (Å):
H: -0.3697 -1.0945 0.8242  0.33
H: -1.4622 -0.1776 -0.3025  0.35
H: 1.2143 0.2894 -0.6668  0.33
H: 0.7023 1.0314 0.5846  0.32
N: -0.4554 -0.5931 -0.1585  -0.67
N: 0.3707 0.5443 -0.2809  -0.67

=====

Stability, lowest: entry w

=====

Entry w
C2H2NO | ωB97M-V/def2-TZVPD

The HOMO energy (alpha / beta) comes out at -2.5 / -2.5 eV. The net charge is -1. The calculation puts the HOMO-LUMO gap (alpha / beta) at 7.788 / 7.789 eV. The LUMO energy (alpha / beta) comes out at 5.2449 / 5.2451 eV.

Last column: natural (NBO) charge in e.
Geometry (Å):
C: -1.0792 -0.4952 -0.2015  -0.45
C: -0.2899 0.5195 0.1318  -0.27
N: 0.8329 -0.1791 0.4633  -0.01
O: 1.8929 0.0210 -0.2379  -0.56
H: -0.8307 -1.4458 0.2684  0.14
H: -0.5261 1.5796 -0.4241  0.15

=====

Entry x
C2H2NO | ωB97M-V/def2-TZVPD

The HOMO energy (alpha / beta) comes out at -2.9 / -2.9 eV. The net charge is -1. The calculation puts the HOMO-LUMO gap (alpha / beta) at 7.921 / 7.922 eV. The LUMO energy (alpha / beta) comes out at 5.0485 / 5.0489 eV.

Last column: natural (NBO) charge in e.
Geometry (Å):
C: -0.8483 -0.4134 -1.0153  -0.43
C: -0.4072 0.2180 0.1143  -0.30
N: 0.7864 -0.2289 0.5444  0.01
O: 1.6059 0.6169 1.0646  -0.53
H: -0.3604 -1.4077 -1.1109  0.10
H: -0.7764 1.2151 0.4028  0.14

=====

Stability, lowest: entry w